64
Properties=species:S:1:pos:R:3 method="wB97M-V/def2-TZVPD" total_charge=0 e_lumo_ev=0.24 e_above_lowest_kcal_mol=13.8 total_energy_ev=-1137792.182 orbital_gap_ha=0.37858
Br -4.031 -29.475 14.340
C -3.585 -30.875 13.024
C -2.091 -31.056 13.107
Br -1.401 -32.280 11.760
H -3.915 -30.480 12.075
H -4.109 -31.784 13.296
H -1.735 -31.324 14.096
H -1.610 -30.110 12.871
Br 6.202 -28.154 11.468
C 6.733 -29.916 10.868
C 8.174 -30.256 11.188
Br 8.414 -32.177 10.887
H 6.522 -30.056 9.813
H 6.103 -30.604 11.428
H 8.436 -30.018 12.214
H 8.873 -29.729 10.543
Br -1.692 -23.410 15.786
C -1.075 -24.502 17.304
C 0.099 -25.355 16.892
Br 0.553 -26.464 18.439
H -1.896 -25.140 17.638
H -0.905 -23.828 18.135
H 0.958 -24.696 16.745
H -0.017 -25.888 15.958
Br 2.874 -26.976 10.348
C 1.574 -25.831 11.249
C 2.295 -24.991 12.292
Br 1.032 -24.282 13.571
H 0.918 -26.520 11.768
H 1.058 -25.199 10.536
H 2.867 -24.165 11.880
H 2.990 -25.626 12.840
Br 0.286 -28.297 14.317
C 1.804 -29.541 14.424
C 2.963 -29.206 13.525
Br 4.369 -30.558 13.806
H 1.378 -30.493 14.116
H 2.143 -29.594 15.453
H 3.487 -28.299 13.813
H 2.738 -29.169 12.466
Br 5.532 -32.300 16.972
C 6.827 -32.723 15.530
C 8.197 -32.996 16.102
Br 9.125 -31.367 16.601
H 6.671 -31.860 14.901
H 6.472 -33.650 15.084
H 8.769 -33.554 15.360
H 8.096 -33.627 16.980
Br -4.121 -29.736 18.226
C -2.494 -30.649 17.576
C -1.345 -29.977 18.287
Br 0.365 -30.558 17.547
H -2.482 -30.638 16.500
H -2.619 -31.653 17.965
H -1.386 -30.239 19.346
H -1.356 -28.890 18.336
Br -4.346 -25.179 13.724
C -3.545 -26.011 12.149
C -2.180 -26.554 12.503
Br -1.615 -27.778 11.081
H -3.440 -25.300 11.326
H -4.214 -26.772 11.761
H -2.251 -27.125 13.429
H -1.399 -25.815 12.655